{
  "formula": "C2H5F2NOS",
  "method": "ωB97M-V/def2-TZVPD",
  "symbols": ["C", "C", "N", "O", "F", "F", "S", "H", "H", "H", "H", "H"],
  "xyz": [[2.153628, -0.559488, -0.457458], [0.993092, -0.198297, 0.411716], [-2.704071, 1.423154, 0.780496], [-3.080007, -0.230243, -1.111435], [0.734229, -1.126460, 1.370644], [1.021561, 1.056241, 0.933363], [-2.168223, 0.837789, -0.780798], [2.610293, 0.320502, -0.933149], [2.919985, -1.094430, 0.253014], [1.776940, -1.172773, -1.173064], [-1.853634, 1.858430, 1.040498], [-3.277369, 0.895228, 1.432826]],
  "forces_ev_per_a": [[1.837, 1.254, 3.363], [0.091, 0.294, 0.488], [0.439, 0.018, -2.617], [-0.951, -1.493, -1.004], [0.058, 0.972, -0.532], [-0.101, -0.864, 0.073], [-0.458, 1.003, 2.244], [-0.239, -0.274, 0.339], [-1.187, 0.854, -1.578], [-0.596, -2.178, -2.172], [0.484, 0.614, 1.687], [0.623, -0.199, -0.291]],
  "homo_energy_ev": [-8.931, -7.963],
  "e_above_lowest_ev": 2.6581,
  "energy_ev": -21959.4596,
  "lumo_ev": [-0.3, 0.0],
  "charge": 0
}

{
  "formula": "C2H5FIP",
  "method": "ωB97M-V/def2-TZVPD",
  "symbols": ["C", "C", "F", "P", "I", "H", "H", "H", "H", "H"],
  "xyz": [[-0.415960, -1.402029, -0.024361], [0.226112, -0.766110, -1.235091], [1.402447, 0.765899, 0.483897], [1.330042, 0.550642, -1.170534], [-1.024106, 3.374272, 1.607321], [0.337084, -1.595551, 0.762720], [-1.298881, -0.776698, 0.389216], [-0.864478, -2.385583, -0.347819], [0.584093, 3.207269, 1.694109], [-0.276353, -0.972110, -2.159458]],
  "forces_ev_per_a": [[-1.066, -0.481, 0.108], [0.732, 2.424, 1.108], [0.236, -0.191, -1.234], [-1.643, -1.800, 1.093], [0.292, -0.027, 0.005], [-0.624, 0.236, -0.255], [1.558, -0.845, -0.571], [0.469, 0.907, 0.491], [-0.300, -0.009, -0.025], [0.347, -0.215, -0.719]],
  "homo_energy_ev": -9.233,
  "e_above_lowest_ev": 1.2868,
  "energy_ev": -22261.3549,
  "lumo_ev": 0.1,
  "charge": 0
}

{
  "formula": "C2H5FIP",
  "method": "ωB97M-V/def2-TZVPD",
  "symbols": ["C", "C", "F", "P", "I", "H", "H", "H", "H", "H"],
  "xyz": [[0.078993, -0.686689, -0.431956], [-0.658865, 2.540904, -0.107422], [0.300818, 3.004583, -0.894769], [-0.295416, 0.917636, 0.382415], [-2.507094, 2.305447, -1.233026], [-0.694106, -0.934470, -1.204586], [1.067407, -0.493391, -1.145000], [0.587839, -1.374662, 0.262224], [-1.308739, 0.832938, 1.379692], [0.728787, 1.135424, 1.241571]],
  "forces_ev_per_a": [[2.891, 1.139, -2.573], [-1.211, -0.312, 0.388], [1.430, 1.255, -1.413], [-1.208, -0.642, 1.308], [-0.309, 0.112, -0.259], [0.502, -0.487, 1.315], [-2.417, 0.109, 1.591], [-1.238, -0.333, -0.151], [0.230, -0.644, -0.690], [1.331, -0.196, 0.483]],
  "homo_energy_ev": -7.615,
  "e_above_lowest_ev": 4.2103,
  "energy_ev": -22258.4313,
  "lumo_ev": 0.5,
  "charge": 0
}

{
  "formula": "C2H5FIP",
  "method": "ωB97M-V/def2-TZVPD",
  "symbols": ["C", "C", "F", "P", "I", "H", "H", "H", "H", "H"],
  "xyz": [[-0.726960, -1.686829, -0.932695], [0.953291, 1.767529, 0.531098], [1.510330, -0.990092, -0.285223], [0.087011, -0.276607, -0.143998], [2.304697, 2.419768, -0.869660], [-1.850575, -1.649022, -0.899579], [-0.309301, -1.991936, -1.955833], [1.217899, 1.336834, 1.509747], [-0.063316, 2.240473, 0.493692], [-0.423335, -0.320071, 1.260973]],
  "forces_ev_per_a": [[-0.419, 2.072, -0.629], [-2.873, -2.778, -1.090], [0.604, 0.946, 0.613], [-0.206, -1.497, 1.271], [0.392, 0.364, 0.118], [1.043, -0.137, -0.053], [-0.606, 0.609, 1.483], [0.404, 0.672, -0.533], [1.349, 0.027, 0.223], [0.311, -0.279, -1.403]],
  "homo_energy_ev": [-7.872, -8.050],
  "e_above_lowest_ev": 4.1226,
  "energy_ev": -22258.5190,
  "lumo_ev": [-0.7, -0.7],
  "charge": 0
}

{
  "formula": "C2H5FNPS",
  "method": "ωB97M-V/def2-TZVPD",
  "symbols": ["C", "C", "N", "F", "P", "S", "H", "H", "H", "H", "H"],
  "xyz": [[-1.674297, 0.929429, -0.283958], [2.069431, -0.635150, 0.247939], [-1.509067, -0.574479, -0.421415], [-2.631215, -1.231563, -0.022127], [0.479067, -0.247925, 1.030074], [0.137542, 1.418415, -0.179859], [-2.141599, 1.353319, -1.123349], [-2.163425, 1.196915, 0.622934], [2.554130, 0.394458, 0.039101], [2.051326, -1.167774, -0.703996], [2.828106, -1.435647, 0.794653]],
  "forces_ev_per_a": [[1.907, -1.848, 1.014], [3.145, -1.173, 0.318], [2.266, 1.193, -0.455], [-0.795, 0.196, 0.566], [-1.077, -0.348, -0.155], [-1.388, 0.057, -0.399], [-0.627, 0.565, -1.188], [-0.476, 0.222, 0.760], [-0.280, -1.796, 0.457], [-0.717, 0.428, -0.365], [-1.957, 2.503, -0.552]],
  "homo_energy_ev": [-8.927, -7.769],
  "e_above_lowest_ev": 2.9795,
  "energy_ev": -26482.0547,
  "lumo_ev": [-0.7, -0.6],
  "charge": 0
}

{
  "formula": "C2H5FSi",
  "method": "ωB97M-V/def2-TZVPD",
  "symbols": ["C", "C", "F", "Si", "H", "H", "H", "H", "H"],
  "xyz": [[1.033502, 0.291398, -0.799044], [0.940075, -0.645513, 0.046303], [0.810064, -1.757352, 2.308033], [2.096736, -1.458724, 1.322210], [0.332203, 0.549061, -1.614563], [1.761931, 1.063356, -0.819699], [-0.064697, -1.088719, -0.008696], [1.026158, -3.294180, -1.680186], [0.441054, -3.728076, -1.909467]],
  "forces_ev_per_a": [[0.029, 4.114, -3.724], [-1.021, -3.325, 2.542], [0.682, -0.230, 0.081], [-1.219, 0.492, 0.069], [-0.299, -0.543, 0.745], [1.443, 0.204, 0.123], [0.386, -0.704, 0.176], [-0.584, -0.420, -0.245], [0.583, 0.411, 0.234]],
  "homo_energy_ev": -9.114,
  "e_above_lowest_ev": 2.1007,
  "energy_ev": -12748.3489,
  "lumo_ev": -0.6,
  "charge": 0
}

{
  "formula": "C2H5FSi",
  "method": "ωB97M-V/def2-TZVPD",
  "symbols": ["C", "C", "F", "Si", "H", "H", "H", "H", "H"],
  "xyz": [[-1.519119, 0.363800, 0.030216], [-0.491877, -0.446009, -0.025083], [-2.815798, 0.049422, -0.120232], [1.318812, 0.072845, -0.102645], [-1.385639, 1.446610, 0.360778], [-0.608272, -1.445831, -0.345489], [1.768652, 1.398499, -0.143010], [2.049558, -0.902358, -0.856543], [1.683683, -0.536978, 1.202006]],
  "forces_ev_per_a": [[0.069, 2.449, 1.157], [0.761, 0.958, -1.368], [0.252, -0.282, 0.042], [-1.055, -2.446, 2.291], [-0.488, -1.393, -0.732], [-0.411, -1.172, -0.100], [0.173, 1.563, -0.361], [0.296, -0.164, -1.258], [0.402, 0.487, 0.330]],
  "homo_energy_ev": -9.899,
  "e_above_lowest_ev": 2.2316,
  "energy_ev": -12748.2179,
  "lumo_ev": 1.0,
  "charge": 0
}

{
  "formula": "C2H5IN2OS",
  "method": "ωB97M-V/def2-TZVPD",
  "symbols": ["C", "C", "N", "N", "O", "S", "I", "H", "H", "H", "H", "H"],
  "xyz": [[-0.961609, 0.856309, -0.959211], [1.752761, 0.544980, 0.891022], [-1.183315, -1.419210, -0.141206], [-0.460451, -0.369189, -0.497234], [-0.353286, 1.781195, -1.298088], [1.293061, -0.543059, -0.495491], [-3.158856, 0.769975, -0.946539], [2.798681, 0.579424, 0.937148], [1.187208, 0.181343, 1.632799], [1.422795, 1.587364, 0.793644], [-1.104233, -1.764537, 0.871108], [-1.232755, -2.204595, -0.787954]],
  "forces_ev_per_a": [[-1.918, -3.003, 1.093], [-0.750, 1.723, -3.166], [-1.837, -2.364, 2.338], [2.555, 1.508, -0.435], [1.166, 1.756, -0.621], [-0.216, 0.644, -0.433], [0.248, 0.346, -0.113], [1.444, -0.491, 0.584], [-1.081, -1.469, 3.512], [0.037, -0.202, -0.687], [0.053, 1.068, -2.144], [0.298, 0.484, 0.073]],
  "homo_energy_ev": -8.788,
  "e_above_lowest_ev": 0.6478,
  "energy_ev": -26116.9410,
  "lumo_ev": 0.4,
  "charge": 0
}